Record 1
51
Properties=species:S:1:pos:R:3:forces:R:3:nbo_charge:R:1 method="wB97M-V/def2-TZVPD" multiplicity=3 homo_energy_ev="-5.82 / -7.59" homo_lumo_gap_ev="6.20 / 4.95"
C -2.377 -0.123 -3.960 -0.210 0.058 0.095 -0.203
C -2.103 -1.183 -3.105 0.187 0.108 0.330 -0.224
C -1.401 -0.980 -1.897 -0.499 0.108 -0.700 -0.065
C -1.111 0.330 -1.522 0.542 -0.160 -0.823 -0.165
C -1.270 1.377 -2.431 -0.651 -0.046 -0.658 -0.108
C -1.962 1.166 -3.629 0.324 0.023 0.153 -0.217
C -0.984 -2.167 -1.090 0.137 -0.910 0.043 -0.441
C -0.294 -3.270 -1.948 0.256 0.072 0.405 -0.190
N 0.986 -2.896 -2.477 0.124 0.873 0.100 -0.487
Pd -0.615 0.838 0.438 -1.229 -2.083 0.030 0.416
C -0.657 2.714 -2.121 0.298 0.478 0.390 -0.736
P 0.492 2.422 -0.720 0.650 -0.096 -1.153 0.969
H -2.417 -2.195 -3.366 0.087 0.283 -0.058 0.209
H -2.145 2.013 -4.292 0.056 -0.278 0.024 0.208
H -2.907 -0.302 -4.895 0.096 0.048 0.217 0.215
H -1.386 3.473 -1.795 0.077 -0.215 -0.145 0.243
H -0.079 3.133 -2.958 -0.299 -0.084 0.019 0.232
H -0.320 -1.878 -0.263 -0.175 -0.065 -0.333 0.223
H -1.865 -2.639 -0.625 0.102 0.148 0.038 0.220
H -0.129 -4.142 -1.290 -0.360 0.014 -0.177 0.184
C 0.858 4.036 -0.030 0.366 0.634 -0.227 -0.972
C 2.023 1.846 -1.490 0.361 0.369 -0.294 -0.952
H -0.945 -3.565 -2.782 0.124 -0.087 0.283 0.192
C 1.178 -2.668 -3.875 -0.132 -0.255 -0.317 -0.386
C 2.138 -2.981 -1.628 -0.169 -0.217 0.222 -0.392
H -0.393 2.285 1.472 -0.188 0.434 0.833 0.016
H 1.224 -3.613 -4.451 0.060 0.188 -0.091 0.159
H 0.352 -2.067 -4.284 0.324 -0.060 0.014 0.198
H 2.133 -2.138 -4.016 -0.409 -0.075 -0.149 0.193
H 2.363 -4.030 -1.349 0.144 0.195 -0.005 0.167
H 3.006 -2.561 -2.157 -0.240 -0.128 0.353 0.198
H 1.968 -2.424 -0.690 0.235 -0.107 -0.204 0.188
H 2.325 2.558 -2.271 0.201 -0.250 0.111 0.222
H 2.784 1.800 -0.699 -0.082 -0.033 -0.314 0.243
H 1.890 0.849 -1.925 -0.065 0.255 0.141 0.262
H 0.623 4.813 -0.769 0.165 0.024 0.339 0.241
H 0.266 4.190 0.878 0.104 0.150 -0.129 0.240
H 1.928 4.070 0.219 -0.308 0.149 0.039 0.249
H -0.543 1.702 1.981 -0.065 0.644 1.052 0.018
F 1.083 0.003 7.040 -0.313 -0.033 -0.684 -0.287
C 0.471 -0.125 5.846 0.062 -0.036 0.117 0.264
C -0.694 0.598 5.576 -0.065 0.201 0.122 0.268
F -1.198 1.439 6.503 0.333 -0.471 -0.453 -0.289
C -1.326 0.450 4.348 0.021 -0.256 -0.410 0.323
F -2.438 1.177 4.081 0.741 -0.480 0.354 -0.296
C -0.834 -0.435 3.358 0.520 -0.067 1.559 -0.332
S -1.688 -0.673 1.894 -0.322 0.080 -0.491 -0.043
C 0.349 -1.143 3.662 -0.244 0.236 -0.414 0.314
F 0.872 -1.972 2.725 -0.249 0.509 0.818 -0.300
C 1.001 -0.984 4.878 0.236 -0.182 0.116 0.309
F 2.141 -1.661 5.135 -0.657 0.390 -0.087 -0.299



Record 2
50
Properties=species:S:1:pos:R:3:forces:R:3:nbo_charge:R:1 method="wB97M-V/def2-TZVPD" multiplicity=4 total_charge=+2 homo_energy_ev="-14.56 / -14.58" homo_lumo_gap_ev="6.50 / 5.30"
C -2.093 0.616 -3.513 -0.087 0.053 0.068 -0.162
C -1.919 -0.601 -2.852 0.272 -0.122 0.193 -0.172
C -1.272 -0.660 -1.611 -0.558 0.639 -0.686 -0.074
C -0.906 0.553 -1.003 1.338 -0.076 0.764 -0.302
C -0.895 1.741 -1.748 -0.851 0.221 -0.595 -0.020
C -1.572 1.787 -2.966 0.258 0.091 -0.067 -0.192
C -1.012 -1.983 -0.970 -0.055 -0.548 0.152 -0.418
C -0.223 -2.957 -1.909 -0.781 -0.562 0.074 -0.259
N 1.131 -2.572 -2.187 0.316 -0.429 -0.045 0.026
Tc -0.600 0.811 1.063 -0.991 -4.000 1.725 0.606
C -0.219 2.962 -1.193 0.150 0.229 0.609 -0.714
P 0.699 2.427 0.340 0.503 2.856 -2.798 1.167
H -2.292 -1.523 -3.302 0.034 0.266 0.001 0.217
H -1.677 2.748 -3.471 0.050 -0.343 -0.069 0.243
H -2.617 0.642 -4.467 0.089 0.016 0.234 0.249
H -0.935 3.753 -0.919 0.155 -0.206 -0.067 0.270
H 0.512 3.400 -1.888 -0.277 -0.085 0.063 0.263
H -0.490 -1.887 -0.011 0.001 -0.034 -0.140 0.219
H -1.967 -2.484 -0.754 0.298 -0.080 -0.060 0.267
H -0.192 -3.958 -1.434 0.007 0.454 -0.146 0.266
C 1.074 3.940 1.234 0.021 -0.067 0.638 -0.960
C 2.285 1.905 -0.395 0.107 -0.585 0.427 -0.953
H -0.758 -3.037 -2.867 0.241 0.014 0.350 0.247
C 1.519 -2.095 -3.477 0.225 0.848 -0.503 -0.470
C 2.186 -2.915 -1.274 0.385 0.311 0.813 -0.472
H -2.297 1.117 1.184 -0.071 0.147 0.051 0.164
H 1.731 -2.929 -4.171 -0.131 0.037 0.293 0.286
H 0.728 -1.472 -3.916 0.111 -0.254 0.156 0.261
H 2.442 -1.506 -3.366 -0.290 -0.239 -0.168 0.247
H 2.653 -3.883 -1.535 -0.286 0.224 -0.115 0.286
H 2.975 -2.146 -1.324 -0.274 -0.327 -0.003 0.249
H 1.804 -2.984 -0.246 0.036 -0.057 -0.344 0.250
H 2.781 2.755 -0.885 -0.187 -0.159 0.265 0.277
H 2.916 1.511 0.411 0.138 0.112 -0.282 0.259
H 2.112 1.109 -1.131 0.009 0.242 0.165 0.243
H 0.947 4.815 0.584 0.081 -0.257 0.130 0.280
H 0.403 4.010 2.097 0.177 0.201 -0.097 0.281
H 2.109 3.867 1.587 -0.222 0.207 0.042 0.272
H -1.939 1.834 1.429 0.120 0.925 0.042 0.120
F -0.161 -2.176 2.270 -0.261 0.349 0.123 -0.332
C -0.438 -1.331 3.304 -0.127 -0.306 0.982 0.328
C -0.542 0.034 3.087 0.249 0.460 -1.192 -0.504
C -0.685 0.851 4.205 -0.250 -0.057 0.559 0.341
F -0.743 2.199 4.040 -0.005 -0.737 0.066 -0.311
C -0.793 0.326 5.496 -0.041 1.072 0.388 0.319
F -0.911 1.142 6.564 0.068 -0.754 -0.953 -0.271
C -0.780 -1.055 5.675 0.010 -0.423 0.833 0.326
F -0.899 -1.585 6.907 0.115 0.621 -1.402 -0.251
C -0.602 -1.889 4.572 0.122 -0.931 -0.408 0.277
F -0.575 -3.227 4.735 0.058 1.042 -0.064 -0.271



Record 3
63
Properties=species:S:1:pos:R:3:forces:R:3:nbo_charge:R:1 method="wB97M-V/def2-TZVPD" multiplicity=2 homo_energy_ev="-7.49 / -7.30" homo_lumo_gap_ev="7.20 / 7.06"
Ru -0.785 0.021 -0.957 0.057 0.259 -0.009 0.942
C -2.455 -3.112 -0.662 -0.006 -0.009 0.007 -0.250
O -2.631 -1.811 -1.191 -0.004 -0.054 -0.028 -0.535
C -3.754 -1.124 -0.663 -0.011 0.005 0.031 -0.107
C -3.430 -0.509 0.683 0.000 -0.011 -0.005 -0.092
O -2.416 0.490 0.554 0.079 -0.015 -0.070 -0.553
C -2.925 1.815 0.367 -0.025 0.007 -0.005 -0.253
H -3.345 -3.723 -0.843 -0.004 0.007 -0.002 0.177
H -2.244 -3.100 0.413 0.005 0.000 0.000 0.167
H -1.608 -3.554 -1.180 0.005 0.000 -0.001 0.201
H -4.610 -1.802 -0.566 0.008 -0.011 -0.019 0.181
H -3.991 -0.345 -1.388 0.007 0.004 0.006 0.226
H -3.032 -1.259 1.370 -0.015 0.001 0.004 0.198
H -4.322 -0.071 1.137 0.007 0.010 -0.011 0.194
H -3.583 2.069 1.201 0.004 -0.001 -0.006 0.179
H -3.455 1.891 -0.584 0.004 0.003 0.005 0.197
H -2.064 2.477 0.354 -0.005 0.001 0.000 0.220
F 3.980 2.225 1.715 0.016 0.008 0.010 -0.299
C 2.675 2.010 1.786 -0.026 -0.085 0.011 0.733
F 2.457 0.886 2.478 -0.008 0.020 -0.028 -0.318
F 2.096 3.020 2.429 -0.004 0.026 -0.001 -0.304
S 1.937 1.897 0.101 0.093 0.056 0.035 2.261
O 0.529 1.636 0.352 -0.091 -0.074 -0.008 -0.971
O 2.265 3.123 -0.554 -0.020 -0.024 0.003 -0.901
N 2.734 0.629 -0.387 -0.010 -0.036 -0.133 -1.232
S 2.469 -0.189 -1.692 0.067 0.097 0.097 2.269
O 3.093 -1.470 -1.610 0.090 -0.014 -0.029 -0.916
O 1.085 -0.148 -2.152 -0.046 0.027 -0.087 -0.955
C 3.378 0.688 -3.038 -0.067 -0.029 -0.001 0.735
F 4.674 0.717 -2.747 0.022 0.001 0.002 -0.303
F 2.932 1.926 -3.180 -0.016 0.023 -0.002 -0.297
F 3.200 0.022 -4.176 0.019 0.015 0.004 -0.304
O 1.408 0.099 6.471 0.000 0.015 0.002 -0.711
C 1.417 -1.299 6.382 -0.031 -0.018 0.014 0.087
N 1.522 -1.785 5.018 0.021 0.038 -0.024 -0.629
C 0.485 -1.530 4.173 0.041 -0.041 -0.011 0.669
O -0.551 -1.012 4.552 -0.033 0.021 0.004 -0.622
C 0.684 -1.925 2.744 0.010 0.022 0.018 -0.188
C 1.469 -2.994 2.336 -0.012 0.002 -0.035 -0.144
C 1.573 -3.265 0.982 -0.003 -0.009 0.039 -0.194
C 0.913 -2.447 0.085 -0.008 -0.022 0.008 0.051
N 0.168 -1.406 0.474 -0.132 -0.044 -0.056 -0.508
C 0.041 -1.167 1.779 0.021 0.049 0.029 0.100
H 0.568 0.402 6.104 -0.001 -0.011 -0.001 0.486
H 0.510 -1.730 6.810 0.015 0.008 0.004 0.178
H 2.284 -1.651 6.935 0.002 -0.008 -0.005 0.183
H 2.443 -1.861 4.615 -0.011 -0.015 0.005 0.401
H 1.973 -3.618 3.063 0.005 -0.001 0.002 0.225
H 2.171 -4.087 0.615 0.001 0.001 -0.003 0.229
H 1.000 -2.600 -0.982 -0.051 -0.049 0.054 0.232
H -0.581 -0.328 2.069 0.021 0.006 -0.007 0.239
N -1.709 0.796 -2.303 -0.029 -0.117 0.175 -0.464
C -1.169 1.595 -3.297 0.011 0.026 -0.001 0.046
C -1.540 1.373 -4.631 0.039 -0.017 0.018 -0.158
C -1.029 2.168 -5.639 -0.009 -0.002 -0.004 -0.229
C -0.185 3.231 -5.334 0.002 0.005 -0.025 -0.219
C 0.157 3.484 -4.013 0.029 -0.003 0.031 -0.196
C -0.315 2.666 -3.000 -0.032 -0.025 -0.018 -0.225
H -2.218 0.557 -4.847 -0.005 -0.006 -0.006 0.209
H -1.301 1.973 -6.669 -0.003 -0.001 0.002 0.211
H 0.198 3.864 -6.124 0.001 0.000 -0.003 0.211
H 0.809 4.313 -3.768 0.004 -0.003 0.003 0.217
H -0.049 2.862 -1.969 0.013 -0.008 0.023 0.223



Record 4
57
Properties=species:S:1:pos:R:3:forces:R:3:nbo_charge:R:1 method="wB97M-V/def2-TZVPD" total_charge=+1 homo_energy_ev=-10.62 homo_lumo_gap_ev=7.94
Lu 0.636 0.336 0.022 -0.530 -0.341 1.431 1.931
O 0.573 -0.082 -3.834 0.135 0.190 -0.040 -0.609
C 0.802 0.619 -2.867 -0.138 0.144 -0.536 0.766
O 1.584 0.322 -1.880 0.186 -0.207 -0.497 -0.851
C 0.042 1.913 -2.615 0.063 -0.051 0.225 0.114
C -0.524 2.785 -3.525 0.005 -0.084 -0.046 -0.201
C -1.227 3.877 -3.026 0.031 -0.036 -0.018 -0.136
C -1.351 4.064 -1.652 0.004 0.028 0.058 -0.200
C -0.747 3.143 -0.817 0.051 -0.184 0.247 0.109
N -0.080 2.104 -1.302 -0.128 0.271 -0.491 -0.544
C -0.762 3.146 0.710 -0.016 0.164 -0.164 0.752
O -1.311 4.033 1.324 -0.017 -0.023 -0.032 -0.586
O -0.149 2.114 1.214 0.213 -0.224 0.016 -0.873
H -0.412 2.606 -4.585 -0.035 0.001 0.000 0.254
H -1.680 4.581 -3.712 -0.007 0.011 0.015 0.239
H -1.899 4.893 -1.226 0.040 0.025 -0.005 0.259
C -2.862 -0.367 1.100 0.270 -0.059 0.098 -0.238
C -1.831 -0.648 2.183 -0.099 0.091 -0.183 -0.226
N -0.596 -1.230 1.620 0.284 0.132 0.123 -0.682
C -0.712 -2.647 1.235 0.011 -0.017 -0.178 -0.236
C -1.298 -2.919 -0.159 0.161 0.235 -0.085 -0.530
S -0.909 -1.682 -1.452 -0.199 -0.247 -0.044 0.258
C -2.552 -1.021 -1.890 0.258 0.069 0.081 -0.532
C -2.894 0.328 -1.249 0.026 -0.081 0.010 -0.235
N -2.266 0.482 0.060 -0.044 0.107 0.002 -0.640
H -3.736 0.104 1.558 -0.055 -0.029 -0.030 0.214
H -3.202 -1.301 0.654 -0.030 0.034 -0.019 0.192
H -2.263 -1.311 2.940 0.008 0.009 0.028 0.199
H -1.560 0.295 2.660 0.019 -0.016 0.029 0.231
H 0.089 -1.202 2.372 0.037 -0.015 0.011 0.399
H -1.325 -3.187 1.965 0.063 -0.054 0.035 0.204
H 0.293 -3.068 1.268 0.013 0.028 0.039 0.221
H -2.378 -3.034 -0.138 -0.009 -0.009 -0.006 0.225
H -0.881 -3.854 -0.529 -0.056 -0.059 0.054 0.248
H -3.279 -1.793 -1.645 -0.006 -0.025 -0.023 0.228
H -2.528 -0.922 -2.974 -0.084 -0.021 -0.009 0.259
H -3.986 0.415 -1.197 -0.006 0.038 -0.025 0.201
H -2.534 1.137 -1.885 -0.001 0.002 -0.002 0.211
H -2.398 1.442 0.353 0.068 0.032 0.017 0.388
N 1.904 2.500 2.941 0.093 -0.030 -0.064 -0.779
C 2.618 1.390 2.758 0.122 -0.117 0.337 0.303
N 2.311 0.418 1.911 -0.422 0.143 -0.366 -0.665
C 3.220 -0.632 2.022 0.113 0.206 0.184 0.183
C 4.208 -0.451 2.921 -0.002 -0.070 0.047 -0.448
S 4.040 1.070 3.713 -0.240 0.051 -0.147 0.421
C 3.095 -1.750 1.099 0.007 -0.292 -0.079 0.081
C 3.793 -2.905 1.131 0.011 -0.025 0.046 -0.422
S 3.553 -3.790 -0.327 -0.205 0.187 -0.074 0.415
C 2.484 -2.532 -0.894 0.250 -0.191 0.187 0.302
N 2.278 -1.572 -0.012 -0.083 0.163 -0.098 -0.619
N 1.945 -2.596 -2.122 -0.007 0.014 -0.028 -0.790
H 1.012 2.591 2.454 -0.016 0.024 -0.015 0.453
H 2.212 3.201 3.588 -0.016 0.021 0.038 0.413
H 5.043 -1.093 3.150 -0.023 -0.020 -0.077 0.256
H 4.460 -3.276 1.892 -0.005 0.073 0.008 0.256
H 2.266 -3.321 -2.741 -0.002 -0.015 -0.010 0.409
H 1.671 -1.725 -2.565 -0.060 0.050 0.023 0.452



Sequential max |F| output: 2.42 4.47 0.27 1.56 eV Å⁻¹
Sequential electronic energy output: -58752.633 -46619.713 -82971.092 -104826.012 eV